Model 1:
22
Properties=species:S:1:pos:R:3 method="wB97M-V/def2-TZVPD" charge=0 smiles=CCCNCCC homo_energy_ev=-7.89 orbital_gap_ev=9.08 molar_mass_g_mol=101.19 lumo_energy_ev=1.19
C -2.45 -1.45 -1.08
C -1.07 -2.05 -0.77
C -0.39 -1.25 0.33
N 0.44 -0.16 -0.21
C 0.13 1.24 -0.13
C 1.35 2.03 0.25
C 2.06 1.57 1.57
H -2.41 -0.36 -1.19
H -3.01 -1.59 -0.15
H -2.94 -1.98 -1.88
H -0.55 -1.92 -1.72
H -1.11 -3.12 -0.58
H -1.16 -0.82 0.97
H 0.34 -1.86 0.88
H 1.22 -0.42 -0.78
H -0.43 1.50 -1.06
H -0.62 1.45 0.68
H 1.12 3.11 0.26
H 2.20 2.02 -0.46
H 1.29 1.23 2.25
H 2.73 0.74 1.40
H 2.61 2.40 2.03

Model 2:
22
Properties=species:S:1:pos:R:3 method="wB97M-V/def2-TZVPD" charge=0 homo_energy_ev=-8.15 orbital_gap_ev=8.82 molar_mass_g_mol=101.19 lumo_energy_ev=0.67
C -2.79 -0.46 2.58
N -1.21 1.02 0.13
C 0.01 0.46 -0.09
C 0.60 0.05 -1.48
C 1.97 0.61 -1.94
C 0.54 -1.52 -1.40
C 0.94 0.69 1.05
H -1.86 -0.73 3.06
H -3.62 -0.67 3.28
H -2.86 0.62 2.33
H -2.80 -0.99 1.62
H -0.53 1.61 -0.60
H -0.05 0.41 -2.26
H 2.22 0.17 -2.91
H 1.75 1.77 -1.96
H 2.68 0.37 -1.27
H 1.32 -1.98 -0.85
H 0.57 -1.82 -2.44
H -0.43 -1.70 -0.97
H 0.41 0.35 1.97
H 1.94 -0.03 0.92
H 1.20 1.76 1.23

Model 3:
22
Properties=species:S:1:pos:R:3 method="wB97M-V/def2-TZVPD" charge=0 homo_energy_ev=-9.50 orbital_gap_ev=10.13 molar_mass_g_mol=101.19 lumo_energy_ev=0.63
H 0.79 -0.10 0.24
N -0.07 0.06 0.85
C -0.05 -1.24 0.71
C 1.05 -2.12 1.24
C 0.95 -2.10 2.77
H -1.06 -1.69 0.86
H 2.02 -1.65 1.01
H 1.05 -3.12 0.79
H -0.03 -2.41 3.13
H 1.07 -1.03 2.98
H 1.74 -2.63 3.30
C 0.55 1.79 -2.02
C -0.78 2.18 -1.35
C -1.82 1.07 -1.44
H 0.97 0.91 -1.56
H 1.24 2.62 -1.91
H 0.42 1.62 -3.09
H -1.19 3.13 -1.69
H -0.49 2.30 -0.30
H -2.73 1.32 -0.89
H -2.10 1.00 -2.50
H -1.51 0.08 -1.14

What should be chosen as the least stable of them? Choose model 2.

Model 1:
7
Properties=species:S:1:pos:R:3 method="wB97M-V/def2-TZVPD" charge=-1 smiles="[H]/N=C/C(=O)[O-]" homo_energy_ev=-3.82 orbital_gap_ev=8.37 molar_mass_g_mol=72.04 lumo_energy_ev=4.55
H -2.14 0.86 0.19
N -1.29 0.38 0.55
C -0.38 -0.06 -0.19
C 1.10 -0.26 0.21
O 1.68 -0.14 -0.90
O 1.45 -0.50 1.38
H -0.42 -0.28 -1.23

Model 2:
7
Properties=species:S:1:pos:R:3 method="wB97M-V/def2-TZVPD" charge=-1 smiles="C=NC(=O)[O-]" homo_energy_ev=-3.74 orbital_gap_ev=7.99 molar_mass_g_mol=72.04 lumo_energy_ev=4.25
C -1.04 0.44 -0.12
N -0.35 -0.57 -0.42
C 1.08 -0.57 0.03
O 1.61 -1.68 -0.36
O 1.64 0.30 0.67
H -2.16 0.68 -0.23
H -0.78 1.40 0.42

What should be chosen as the least stable of them? Choose model 2.

Model 1:
74
Properties=species:S:1:pos:R:3 method="wB97M-V/def2-TZVPD" charge=0 homo_energy_ev=-5.28 orbital_gap_ev=5.28 molar_mass_g_mol=707.14 lumo_energy_ev=0.01
Hg -0.54 -1.38 0.47
C -1.61 -1.19 4.82
C -2.40 -1.06 3.43
O -1.77 -1.81 2.42
H -1.13 -2.17 4.90
H -2.17 -0.82 5.68
H -0.59 -0.82 4.72
H -2.36 -0.05 3.02
H -3.45 -1.26 3.66
C -2.29 -4.02 -1.33
O -1.55 -3.56 -0.21
H -2.07 -3.54 -2.28
H -2.16 -5.09 -1.51
H -3.38 -3.90 -1.36
O -2.60 -0.77 -0.45
C -3.54 -0.02 -0.41
O -4.41 -0.21 -1.46
C -5.62 0.63 -1.40
C -5.45 1.27 -0.03
C -4.15 0.78 0.68
H -6.54 0.05 -1.40
H -5.65 1.31 -2.25
H -6.34 0.81 0.40
H -5.76 2.31 0.09
H -4.30 0.14 1.55
H -3.43 1.57 0.92
O 1.57 -2.59 -0.13
C 2.54 -2.29 -0.84
O 2.55 -2.51 -2.22
C 3.76 -2.27 -2.79
C 4.75 -2.30 -1.55
C 3.91 -1.71 -0.48
H 3.94 -1.31 -3.27
H 3.93 -3.01 -3.57
H 5.57 -1.72 -1.97
H 5.12 -3.30 -1.32
H 3.89 -0.63 -0.62
H 4.25 -2.16 0.45
O -0.25 1.34 0.77
C -0.42 2.59 0.62
O -1.34 3.17 -0.20
C -0.90 4.55 -0.48
C 0.56 4.65 -0.04
C 0.58 3.63 1.05
H -1.58 5.20 0.06
H -1.09 4.98 -1.47
H 0.79 5.62 0.41
H 1.12 4.44 -0.95
H 0.32 4.12 1.99
H 1.52 3.16 1.31
O 1.24 -0.64 1.71
C 2.11 -0.17 2.45
O 3.29 -0.82 2.49
C 4.16 -0.17 3.46
C 3.11 0.47 4.41
C 2.10 0.91 3.40
H 4.82 0.56 2.99
H 4.73 -0.91 4.02
H 3.47 1.08 5.24
H 2.62 -0.14 5.18
H 2.56 1.75 2.88
H 1.08 1.10 3.73
O 0.02 -0.58 -1.55
C 0.28 -0.37 -2.69
O 1.44 0.18 -3.01
C 1.58 0.18 -4.46
C 0.23 0.05 -5.02
C -0.66 -0.54 -3.93
H 2.15 -0.72 -4.67
H 2.11 1.00 -4.96
H 0.36 -0.53 -5.93
H -0.02 1.06 -5.35
H -0.99 -1.58 -4.04
H -1.59 0.01 -3.81

Model 2:
74
Properties=species:S:1:pos:R:3 method="wB97M-V/def2-TZVPD" charge=0 homo_energy_ev=-6.77 orbital_gap_ev=7.37 molar_mass_g_mol=707.14 lumo_energy_ev=0.60
Hg -0.23 -0.13 0.76
C 1.92 3.52 -0.75
C 1.33 2.18 -1.21
O 1.15 1.30 -0.20
H 2.93 3.44 -0.35
H 1.30 3.93 0.05
H 1.99 4.27 -1.55
H 1.99 1.83 -2.04
H 0.39 2.42 -1.76
C -2.62 -2.17 2.32
O -1.60 -1.55 1.67
H -2.97 -1.58 3.19
H -3.58 -2.30 1.77
H -2.33 -3.15 2.74
O 1.73 -2.11 0.26
C 2.52 -2.27 -0.62
O 3.42 -3.28 -0.59
C 4.29 -3.27 -1.71
C 3.82 -2.14 -2.66
C 2.68 -1.45 -1.87
H 4.39 -4.25 -2.18
H 5.29 -3.00 -1.37
H 3.40 -2.43 -3.63
H 4.65 -1.47 -2.86
H 1.71 -1.51 -2.37
H 2.92 -0.42 -1.64
O -0.63 -1.33 -1.33
C -1.07 -2.40 -1.59
O -1.80 -2.65 -2.71
C -2.11 -4.04 -2.78
C -2.02 -4.60 -1.35
C -0.97 -3.65 -0.77
H -1.56 -4.53 -3.58
H -3.15 -4.17 -3.11
H -1.72 -5.64 -1.31
H -3.00 -4.53 -0.88
H 0.00 -4.13 -0.97
H -1.03 -3.47 0.30
O 1.37 -0.48 2.48
C 2.31 -0.56 3.21
O 2.22 -0.33 4.53
C 3.53 -0.30 5.12
C 4.35 -1.17 4.18
C 3.75 -0.82 2.83
H 3.47 -0.72 6.13
H 3.99 0.68 5.25
H 4.28 -2.24 4.38
H 5.42 -0.93 4.20
H 3.90 -1.54 2.03
H 4.07 0.15 2.42
O -2.03 1.09 -0.44
C -2.68 1.45 -1.38
O -3.56 2.48 -1.24
C -4.12 2.84 -2.53
C -3.72 1.72 -3.50
C -2.51 1.09 -2.83
H -3.58 3.76 -2.75
H -5.20 2.99 -2.51
H -3.48 2.22 -4.44
H -4.56 1.05 -3.66
H -1.56 1.42 -3.24
H -2.53 0.01 -2.94
O -0.85 1.65 2.38
C -1.45 2.66 2.17
O -2.76 2.77 2.49
C -3.34 3.98 1.94
C -2.15 4.88 1.67
C -1.01 3.90 1.45
H -4.05 4.31 2.69
H -3.87 3.75 1.02
H -1.97 5.62 2.45
H -2.25 5.52 0.78
H -0.07 4.22 1.91
H -0.75 3.63 0.42

What should be chosen as the least stable of them? Choose model 1.

Model 1:
7
Properties=species:S:1:pos:R:3 method="wB97M-V/def2-TZVPD" charge=+1 homo_energy_ev=-19.15 orbital_gap_ev=14.95 molar_mass_g_mol=37.04 lumo_energy_ev=-4.20
O -0.30 -0.06 1.18
H -1.07 -0.57 1.39
H -0.41 0.76 1.71
O 0.46 -0.02 -1.09
H 1.32 -0.26 -1.44
H -0.07 0.21 -1.85
H 0.08 -0.06 0.11

Model 2:
7
Properties=species:S:1:pos:R:3 method="wB97M-V/def2-TZVPD" charge=+1 homo_energy_ev=-18.53 orbital_gap_ev=14.14 molar_mass_g_mol=37.04 lumo_energy_ev=-4.39
O 0.82 -0.26 -0.97
H 1.51 -0.86 -0.68
H 0.57 0.01 -1.85
O -0.84 0.36 0.79
H -1.71 -0.09 1.06
H -0.47 0.69 1.77
H 0.11 0.15 -0.13

Model 3:
7
Properties=species:S:1:pos:R:3 method="wB97M-V/def2-TZVPD" charge=+1 homo_energy_ev=-19.45 orbital_gap_ev=15.07 molar_mass_g_mol=37.04 lumo_energy_ev=-4.38
O 0.93 0.76 0.54
H 1.05 0.58 1.46
H 1.65 0.34 -0.06
O -0.90 -0.47 -0.40
H -1.25 -1.35 -0.35
H -1.45 -0.11 -1.18
H -0.02 0.25 -0.01

What should be chosen as the least stable of them? Choose model 2.